Below is the molecule C3H5NS2 at a distorted geometry, with properties calculated with wB97M-V/def2-TZVPD.

Last column: natural (NBO) charge in e.
Positions of all 11 atoms, in Å:
C (0.9118, -0.0702, -0.0526)  -0.017
C (1.3049, -0.5711, 1.1119)  -0.420
C (-0.9688, 0.3893, -1.5510)  -0.112
H (-1.0714, 0.7618, 2.0869)  0.125
H (1.3229, -0.0062, -0.9478)  0.217
H (0.5757, -0.7300, 1.9267)  0.212
H (2.2829, -0.7091, 1.3394)  0.205
H (-2.0476, 0.8804, -1.6738)  0.229
N (-0.5251, -0.0109, -0.2715)  -0.593
S (-1.5349, -0.2903, 1.0538)  0.210
S (-0.2504, 0.3562, -3.0220)  -0.056

Computed properties:
charge = 0
spin multiplicity = 1
relative energy (zero: lowest compared OMol25 entry of this formula, charge and spin) = 3.0599 eV
LUMO energy = -0.01 eV
SMILES = C=CN(S)C=S

Below is a structure of composition C23H12ClCo2NO8S at a distorted geometry, with properties calculated with wB97M-V/def2-TZVPD.

Last column: natural (NBO) charge in e.
Positions of all 48 atoms, in Å:
N (-6.6278, -0.3416, 1.8130)  -0.382
C (-5.4577, -0.3265, 1.7523)  0.299
C (-4.0165, -0.3166, 1.6299)  -0.168
C (-3.2815, -1.4993, 1.7320)  -0.181
C (-1.8988, -1.5089, 1.5552)  -0.202
C (-1.2372, -0.3199, 1.2338)  -0.235
S (0.4792, -0.3642, 0.5983)  2.129
C (1.6456, -0.3398, 1.8656)  -0.968
Cl (2.9284, -1.3962, 1.7647)  0.010
O (0.5299, -1.6609, -0.0518)  -0.991
O (0.5529, 0.8587, -0.1847)  -0.986
C (-1.9428, 0.8870, 1.2320)  -0.214
C (-3.3239, 0.8757, 1.4128)  -0.189
H (-3.8042, -2.4329, 1.9220)  0.210
H (-1.3490, -2.4490, 1.6199)  0.249
H (1.4148, 0.2270, 2.7631)  0.212
H (-1.4281, 1.8284, 1.0377)  0.246
H (-3.8704, 1.8113, 1.3485)  0.210
O (7.1169, 2.4898, 6.5306)  -0.556
C (6.9367, 1.3511, 6.4725)  0.571
Co (6.6006, -0.3588, 6.3521)  -0.093
C (8.0161, -0.6147, 5.2999)  0.481
O (8.9369, -0.7124, 4.6039)  -0.555
C (6.8305, -0.7012, 8.0543)  0.469
O (6.9594, -0.9221, 9.1832)  -0.575
C (4.7464, -0.0771, 5.5735)  -0.514
C (4.6227, 0.1002, 4.2227)  0.026
C (4.4904, 0.9752, 3.1866)  -0.382
C (5.4459, 0.8799, 2.0836)  0.002
C (6.1273, 2.0296, 1.6286)  -0.231
C (7.2288, 1.9247, 0.7882)  -0.229
C (7.6471, 0.6557, 0.3485)  -0.265
C (6.8945, -0.4756, 0.6601)  -0.208
C (5.8196, -0.3551, 1.5272)  -0.222
Co (5.1620, -1.5907, 4.7440)  -0.078
C (5.8681, -2.5411, 6.1609)  0.435
O (6.0521, -3.5056, 6.7888)  -0.585
C (3.7832, -2.6634, 4.3158)  0.611
O (2.9618, -3.4681, 4.2154)  -0.528
C (6.4005, -2.3017, 3.6454)  0.549
O (7.1122, -2.8966, 2.9483)  -0.557
H (4.0083, 0.1638, 6.3513)  0.189
H (3.8818, 1.8919, 3.2638)  0.193
H (5.7903, 2.9876, 2.0242)  0.197
H (7.7496, 2.8335, 0.4771)  0.191
H (8.5405, 0.5737, -0.2647)  0.187
H (7.1630, -1.4517, 0.2582)  0.201
H (5.2385, -1.2277, 1.8012)  0.226

Computed properties:
charge = -2
spin multiplicity = 1
relative energy (zero: lowest compared OMol25 entry of this formula, charge and spin) = 0.4220 eV
LUMO energy = 4.31 eV

Below is a cluster of 2 separate species, C9H14 in total at a distorted geometry, with properties calculated with wB97M-V/def2-TZVPD.

Last column: natural (NBO) charge in e.
Positions of all 23 atoms, in Å:
C (-2.3853, 0.0781, -3.9274)  -0.611
C (-1.3253, -0.2321, -2.8129)  -0.607
H (-2.0642, 0.8533, -4.6541)  0.204
H (-2.6385, -0.8883, -4.3705)  0.204
H (-3.2438, 0.5341, -3.4193)  0.201
H (-1.5831, -1.2342, -2.4774)  0.201
H (-1.4446, 0.4296, -1.9700)  0.200
H (-0.3294, -0.0803, -3.1657)  0.208
C (-0.9644, -1.7107, 1.0982)  -0.643
C (1.4196, -0.8952, 1.4734)  -0.224
C (0.0430, -0.6475, 1.1355)  -0.007
C (2.3105, 0.1063, 1.6388)  -0.192
C (-0.2717, 0.6494, 0.7446)  -0.226
C (1.9130, 1.4480, 1.4019)  -0.231
C (0.6778, 1.6936, 0.8807)  -0.203
H (1.4677, -1.8850, 1.8793)  0.207
H (3.3203, -0.1236, 1.9369)  0.213
H (-0.9637, -2.4822, 1.9158)  0.222
H (-0.7706, -2.3925, 0.2167)  0.226
H (-1.3359, 0.6962, 0.5463)  0.207
H (2.4460, 2.3191, 1.7936)  0.218
H (0.3583, 2.7467, 0.7079)  0.214
H (-1.9620, -1.2965, 1.0906)  0.219

Computed properties:
charge = 0
spin multiplicity = 1
relative energy (zero: lowest compared OMol25 entry of this formula, charge and spin) = 1.0739 eV
LUMO energy = 0.98 eV
SMILES = Cc1ccccc1.CC

Below is a structure of composition C40H48AlCl2GeNO8 at a distorted geometry, with properties calculated with wB97M-V/def2-TZVPD.

Last column: Mulliken spin population.
Positions of all 101 atoms, in Å:
Al (-0.9533, 0.3605, 0.2334)  0.001
C (1.0856, 1.3616, -4.7332)  0.000
C (-0.3975, 1.2987, -4.3887)  0.000
C (-1.0908, 2.5474, -4.9243)  0.000
C (-1.0222, 0.0425, -4.9830)  0.000
O (-0.5305, 1.1995, -2.9536)  0.000
Ge (-1.3581, 2.4468, -1.8276)  0.000
O (-2.3027, 1.0017, -0.8874)  -0.001
C (-3.5688, 0.4536, -1.3737)  0.000
C (-4.5857, 0.5097, -0.2415)  0.000
C (-3.3433, -0.9684, -1.8704)  0.000
C (-4.0678, 1.3228, -2.5223)  0.000
O (-0.1629, 1.9401, -0.3285)  0.000
C (0.7344, 2.9257, 0.2672)  0.000
C (-0.0794, 3.7878, 1.2221)  0.000
C (1.3351, 3.7648, -0.8536)  0.000
C (1.8439, 2.1897, 1.0013)  -0.002
H (1.2170, 1.4989, -5.8077)  0.000
H (1.5579, 2.2032, -4.2215)  0.000
H (1.5982, 0.4450, -4.4419)  0.000
H (-1.0168, 2.5665, -6.0121)  0.000
H (-2.1510, 2.5695, -4.6648)  0.000
H (-0.6212, 3.4557, -4.5408)  0.000
H (-0.8674, 0.0047, -6.0621)  0.000
H (-0.5681, -0.8480, -4.5416)  0.000
H (-2.0960, 0.0144, -4.7904)  0.000
H (-4.3324, -0.1831, 0.5570)  0.000
H (-4.6508, 1.5226, 0.1581)  0.000
H (-5.5675, 0.2279, -0.6251)  0.000
H (-3.0059, -1.6225, -1.0689)  0.000
H (-4.2748, -1.3698, -2.2728)  0.000
H (-2.5960, -0.9752, -2.6648)  0.000
H (-4.2209, 2.3568, -2.2072)  0.000
H (-3.3747, 1.2998, -3.3650)  0.000
H (-5.0230, 0.9355, -2.8768)  0.000
H (-0.8718, 4.3147, 0.6864)  0.000
H (-0.5342, 3.1694, 1.9967)  0.000
H (0.5613, 4.5322, 1.6978)  0.000
H (0.5791, 4.3710, -1.3564)  0.000
H (2.0806, 4.4456, -0.4421)  0.000
H (1.8270, 3.1247, -1.5890)  0.000
H (1.4363, 1.5443, 1.7752)  -0.005
H (2.4211, 1.5742, 0.3113)  -0.001
H (2.5143, 2.9122, 1.4691)  0.000
O (-0.1859, -0.6398, -1.1819)  0.001
C (0.8583, -1.5939, -0.8678)  0.000
C (0.9726, -1.5458, 0.6782)  0.002
O (1.6143, -2.3650, 1.2890)  0.001
O (0.3713, -0.5187, 1.2243)  0.008
C (2.2200, -1.1571, -1.3865)  0.000
C (2.4463, 0.1123, -1.8903)  0.000
C (3.7223, 0.4828, -2.3067)  0.000
C (4.7747, -0.4079, -2.2063)  0.000
C (4.5518, -1.6800, -1.6870)  0.000
C (3.2852, -2.0539, -1.2795)  0.000
C (0.3938, -2.9391, -1.3918)  0.000
C (0.7281, -3.3425, -2.6787)  0.000
C (0.1935, -4.5095, -3.2069)  0.000
C (-0.6768, -5.2797, -2.4513)  0.000
C (-1.0160, -4.8786, -1.1660)  0.000
C (-0.4851, -3.7120, -0.6398)  0.000
H (-0.1603, -0.1543, -2.0619)  0.000
H (1.6361, 0.8244, -1.9658)  0.000
H (3.8848, 1.4740, -2.7122)  0.000
H (5.7656, -0.1194, -2.5314)  0.000
H (5.3704, -2.3826, -1.6034)  0.000
H (3.1111, -3.0392, -0.8679)  0.000
H (1.4134, -2.7489, -3.2714)  0.000
H (0.4619, -4.8177, -4.2089)  0.000
H (-1.0888, -6.1924, -2.8611)  0.000
H (-1.6934, -5.4782, -0.5723)  0.000
H (-0.7580, -3.4040, 0.3622)  0.000
Cl (1.5056, -3.1078, 3.5571)  0.006
C (2.3904, -1.6399, 3.7115)  0.032
C (3.7734, -1.6489, 3.6623)  -0.004
C (4.4665, -0.4614, 3.8284)  0.010
C (3.7967, 0.7307, 4.0593)  -0.005
C (2.4140, 0.7362, 4.0984)  0.021
Cl (1.5726, 2.2114, 4.4277)  0.002
C (1.7019, -0.4463, 3.9082)  -0.041
N (0.2784, -0.4590, 3.8154)  0.409
C (-0.5592, -0.2388, 4.8220)  0.137
C (-0.0435, 0.1044, 6.1118)  0.175
C (-0.8910, 0.4687, 7.1165)  -0.033
C (-2.2738, 0.4857, 6.8879)  0.240
C (-2.7976, 0.0732, 5.6580)  -0.052
C (-1.9858, -0.3220, 4.6259)  0.163
C (-2.5644, -0.9478, 3.3940)  0.028
C (-2.1536, -0.3183, 2.0906)  0.005
O (-2.1646, -1.0204, 1.0476)  -0.001
O (-1.6752, 0.8506, 2.0265)  0.005
H (4.2918, -2.5820, 3.4957)  0.000
H (5.5470, -0.4647, 3.7855)  0.000
H (4.3357, 1.6554, 4.2076)  0.001
H (-0.0370, -0.5769, 2.8389)  -0.125
H (1.0264, 0.0958, 6.2627)  0.002
H (-0.4978, 0.7506, 8.0829)  0.003
H (-2.9463, 0.7870, 7.6795)  0.003
H (-3.8710, 0.0298, 5.5285)  0.001
H (-3.6544, -0.9592, 3.4441)  0.002
H (-2.2524, -1.9943, 3.3316)  0.013

Computed properties:
expectation value of S² = 0.79
charge = +1
spin multiplicity = 2
relative energy (zero: lowest compared OMol25 entry of this formula, charge and spin) = 0.0000 eV
LUMO energy (alpha / beta) = -2.04 / -5.62 eV

Asked for M across the records above, the calculation gives 119.2; 615.7; 122.2; 841.3 g mol⁻¹ in order.
Asked for DFT total energy across the records above, the calculation gives -26349.6731; -140523.2655; -9559.1075; -148290.5333 eV in order.